Here is the ion C6H14NO with charge -1 at a distorted geometry from OMol25. Energies are from ωB97M-V with the def2-TZVPD basis set.

The geometry in XYZ format:
```
22
Properties=species:S:1:pos:R:3:lowdin_charge:R:1
C -0.94653 -4.02368 0.29149 -0.123
C -1.08542 -2.57292 -0.23947 -0.248
C -0.93342 -1.49021 0.86844 -0.218
C 0.26012 -0.55953 0.75809 -0.276
N -0.03292 0.61117 -0.04705 -0.106
C 0.90798 1.70674 0.04285 -0.251
C 0.46362 3.05145 -0.72711 -0.558
O 1.51084 3.82357 -1.02305 -0.387
H -0.45559 -3.99644 1.27067 0.056
H -1.89707 -4.49049 0.54909 0.060
H -0.29460 -4.60849 -0.35164 0.058
H -0.23255 -2.44248 -0.90978 0.090
H -1.99113 -2.47981 -0.83341 0.091
H -0.88432 -2.02977 1.81744 0.088
H -1.82733 -0.86119 0.88486 0.102
H 1.11774 -1.15130 0.38743 0.110
H 0.43746 -0.13783 1.74696 0.106
H -0.42996 0.43062 -0.94875 0.093
H 1.08087 1.99313 1.08358 0.092
H 1.87806 1.46769 -0.42000 0.089
H -0.12097 2.69614 -1.61214 0.063
H -0.20993 3.56830 0.00530 0.067
```

Summary:
molecular weight = 116.18 Da
E_LUMO = 3.24 eV
multiplicity = 1
HOMO-LUMO gap = 5.35 eV
energy above the lowest of the compared OMol25 structures with the same formula, charge and spin = 28.3 kcal/mol
net charge = -1
total energy = -9985.397 eV